[1]
Molecular formula: C21H46FNO2P
Method: DFT, wB97M-V/def2-TZVPD

```
72
Properties=species:S:1:pos:R:3:forces:R:3
C -1.89649 3.25463 1.15238 0.0728 -0.1484 -0.2882
H 2.74628 -2.25923 0.44951 0.8155 1.9096 1.2843
H -4.76800 -1.86077 -3.59856 0.0639 -0.0286 0.0218
C 6.65230 -2.79023 1.44736 -0.3746 0.7542 0.2298
H -1.21449 2.41413 0.97993 -0.1532 0.0258 0.1051
H 5.70284 -0.19870 -3.26690 1.5095 -0.8835 1.4809
H 3.15213 1.46395 1.57436 -2.3163 0.6287 -0.6633
H -2.22741 -2.89785 -2.22144 -0.0714 0.0455 -0.0198
H 3.41912 -2.74365 3.07051 1.3131 1.2715 -1.6858
C 1.22249 0.25068 1.55712 -5.8427 -0.5244 -0.5214
H -0.73669 4.62969 -0.05384 -0.0334 0.0408 0.0583
C 0.83457 -2.20080 1.81115 -0.9590 -0.5985 0.6275
H -2.41326 -0.47775 0.75777 -0.0994 -0.0219 -0.0866
H 4.64091 -3.76137 0.60851 0.9422 1.3568 2.0527
H -4.49462 0.19906 -2.30735 0.0601 -0.0326 0.0118
H -3.35746 -3.84467 -3.17062 0.0467 0.0933 0.0683
H 6.11591 -3.94478 -1.24389 -0.7117 1.1492 -1.0132
C -4.78477 4.27764 1.75778 -0.0988 0.0693 -0.2337
C 6.89897 -1.61046 0.33625 0.4641 -1.7401 0.3425
H -1.38793 -3.24514 -4.52147 -0.0574 0.1290 -0.0650
H -6.30845 2.76654 1.45674 0.0753 -0.0298 0.0342
H -1.68473 -1.52264 -4.27245 -0.0404 -0.0867 -0.0318
O 5.56527 -3.31899 -1.80350 1.6930 0.4593 1.8623
O -0.12298 0.27644 1.34962 7.2973 -0.0464 1.2183
C -3.15932 -0.64709 -0.02574 0.2578 0.0075 0.2607
H -4.82125 2.14554 2.19978 -0.0729 0.0498 -0.0227
H -3.75756 5.17824 0.09605 -0.0064 -0.0739 0.0013
C -5.50344 2.99904 2.16076 -0.0328 -0.0317 0.2500
C 3.06818 -1.43925 1.23438 1.7682 -0.6383 0.6921
P 5.66523 -1.68388 -1.11925 -0.6633 0.5954 -0.0974
H -2.22955 3.16955 2.19109 -0.0381 -0.0335 -0.0266
H -2.84252 -2.49627 -5.20040 0.0478 0.0470 0.0419
H -1.68159 -0.78984 -1.58385 -0.0313 0.0350 -0.0085
C 4.10233 -2.15456 2.28836 -0.3549 -0.7277 0.3604
H -5.50702 5.10362 1.77157 0.1073 -0.0403 0.0136
H 1.30650 -3.23829 2.11773 -0.5457 2.3445 -0.5160
C -2.92529 -2.84184 -3.06278 -0.2336 -0.0025 -0.0583
H 0.57611 -2.27690 0.66588 0.2183 0.2662 2.2908
H 5.11719 -4.19311 2.38010 -0.1024 1.7159 -1.5183
H -5.94597 3.11465 3.15527 -0.0096 -0.0990 -0.0973
H -0.27455 4.58619 1.65533 -0.0550 0.0715 -0.1156
C -3.08321 3.12541 0.19307 -0.0411 -0.0581 0.1154
H -4.02220 4.52502 2.50298 0.0078 -0.0159 -0.0814
H -3.52528 2.12968 0.31388 0.0264 0.1364 -0.0225
H 1.65089 2.55565 1.98020 0.2926 -2.0453 -1.3058
C -1.12504 4.55225 0.96635 0.1115 0.0344 0.1760
H -1.74834 5.42721 1.16610 0.0585 0.0306 -0.0325
C 2.01375 1.66790 1.30708 1.5387 -1.2073 0.0975
H 3.61183 -0.54091 0.71741 -1.2705 -1.8083 0.8907
H 7.18688 0.16018 -2.02865 -1.6507 -1.5977 -1.0313
C 6.49498 -0.66349 -2.53938 1.7401 -0.2408 -0.3394
H -4.61872 -2.21701 -1.89254 0.0401 0.0699 -0.0470
H 7.24475 -1.36474 -3.14112 -1.5401 1.4252 1.0717
H -2.71189 3.16404 -0.83907 -0.0122 0.0087 0.0856
H -3.17322 0.00132 -3.43676 -0.0607 -0.0619 0.0213
F 6.62213 -0.29564 1.02678 -0.5007 -1.1689 -0.6853
C -2.16909 -2.50066 -4.33772 0.2364 -0.1208 -0.0191
H -4.96299 4.00033 -0.37212 0.0112 0.0138 0.0760
C -4.05802 -1.85486 -2.76198 -0.0127 -0.0523 0.1222
N 1.83207 -1.04729 2.03797 -1.5690 1.6446 -3.1264
H -0.14033 -2.07512 2.48825 2.1933 -0.0574 -1.7501
C 5.09677 -3.28573 1.60427 0.1140 -0.9552 1.1697
C -4.16743 4.19591 0.35782 0.0758 0.1040 0.0106
C -2.60006 -0.23207 -1.37798 -0.1563 0.0887 -0.0548
H -4.04912 -0.06038 0.22254 -0.0467 -0.0943 -0.0289
H 7.37916 -3.72708 1.30961 -1.6291 1.9651 -0.0185
H -2.31195 0.82426 -1.32838 0.0342 -0.1508 -0.0341
H 4.70871 -1.37191 2.95306 -1.2232 -1.5840 -1.7765
H 1.95119 1.95850 0.15808 -0.0367 -0.7489 2.5579
H 6.96648 -2.32529 2.50015 -0.6454 -0.9200 -2.2176
H -3.42701 -1.70627 -0.00497 -0.0392 0.0325 0.0024
C -3.60670 -0.41073 -2.51817 0.1045 0.0564 -0.0649
```
Positions in Å, forces in eV/Å.

Its net charge is -1. The calculation puts the HOMO energy at -2.09 eV. The HOMO-LUMO gap is 4.6 eV.

Results of the Löwdin charge analysis, in e, for atoms 1 through 4:
1. C -0.258
2. H 0.115
3. H 0.105
4. C -0.292

[2]
Molecular formula: C21H46IN4OSi4Ti
Method: DFT, wB97M-V/def2-TZVPD

```
78
Properties=species:S:1:pos:R:3:forces:R:3
H -0.10415 -0.39118 5.38803 0.0556 -0.1732 0.0995
C -0.08884 0.13822 -3.43802 -0.6440 0.5694 0.2532
C 0.94717 2.18052 -1.60624 0.0329 -0.3105 -0.1112
H 2.80551 1.94009 1.18877 0.0441 -0.2070 -0.1231
N -3.22239 -1.04280 -2.13495 -0.0914 -0.2337 0.2547
C -0.23885 4.00057 -0.35088 -0.3009 -0.0481 0.1174
N 0.83826 3.47036 -1.14594 0.2984 0.3513 0.1101
H 3.47513 1.28965 -0.31535 -0.0290 0.0366 0.1969
H -2.39942 -2.16135 2.46165 0.0964 -0.1025 -0.1212
H 0.77432 -0.44516 -5.32729 -0.1397 -0.0173 -0.0665
C 3.04251 -1.77800 -0.29331 0.6235 -0.1142 0.0509
H 0.77441 -3.22905 -1.13115 -0.2664 0.0703 0.0805
H -2.32004 -3.85362 1.90382 -0.1646 0.1127 0.0260
H -3.44903 1.13663 1.43671 0.1065 0.0520 -0.3034
H -4.13229 2.18336 0.17713 0.1216 -0.1169 -0.1028
H 0.60780 -3.36842 3.24678 0.0515 0.0073 -0.2109
H -0.30360 3.50588 0.63215 0.0470 -0.0456 -0.2691
H -2.64382 -0.95907 -4.16039 0.0538 -0.0197 0.3102
C 3.36368 1.10029 0.75824 0.5015 0.0486 -0.0675
C 2.80738 1.09551 -2.94010 -0.0361 -0.0905 -0.1569
C -3.33756 1.45209 0.39318 -0.0331 0.3467 0.3854
H 3.86098 1.36958 -3.09321 -0.2013 -0.0720 0.0855
H -0.95768 0.02754 -5.38605 -0.0049 0.0558 -0.1866
H -0.03945 5.06636 -0.18983 -0.0994 -0.1250 -0.0185
H -0.50464 -1.73392 4.30417 0.0634 0.2271 -0.0895
Si -0.36861 -2.61824 1.03651 0.5284 1.5010 -0.1671
H 2.88407 -2.81989 0.01592 0.0392 0.1765 -0.0359
H -1.19744 3.88858 -0.87447 0.2211 -0.0241 0.0692
C 0.01069 0.24368 -4.92165 0.8244 -0.8038 0.2150
H 1.76492 -3.66000 1.92320 -0.2238 0.0539 0.0006
H -1.92617 -2.31159 -3.23274 -0.0621 0.3124 0.0032
H -2.75349 0.24720 3.21757 0.1876 0.1162 0.0294
H 0.62919 2.74792 2.54950 0.0195 -0.2510 0.1111
C 2.76602 3.43394 -2.19564 -0.1461 0.6128 0.3788
H 2.06096 5.25697 -1.17004 -0.0748 -0.0340 -0.0418
N 2.15208 2.20585 -2.28664 0.4282 0.0348 0.1262
C -4.42280 -1.33517 -1.53534 -0.4733 0.3318 0.3086
H -0.96181 -2.93859 -1.37217 0.2507 0.0805 0.1713
H 2.50493 -1.61953 -1.23698 -0.0435 0.0750 0.2687
C 0.13094 -0.84544 4.41300 0.0062 0.2701 0.6750
H 2.93547 -2.16639 2.99299 -0.0070 0.2140 -0.0267
C 1.94411 4.22788 -1.46810 0.5603 -0.0246 -0.4479
O 0.25776 -0.86988 -2.68455 1.3970 -2.1581 -0.4362
H -3.65365 -2.34206 -3.66251 0.1621 0.1061 -0.0080
H -5.07766 -2.11146 -1.89193 -0.0156 0.0058 -0.0237
C 0.70270 -3.66576 2.19561 -0.1539 -0.6614 0.0741
H -2.25497 1.94974 3.02648 0.0227 -0.2114 0.0567
H 0.64699 2.41265 4.29554 0.1629 0.1558 -0.0649
H 0.34441 -4.70320 2.10646 0.1390 -0.0538 0.1373
C -2.15363 -2.80592 1.60823 -0.2869 -0.5009 0.0700
H 3.72956 3.64127 -2.63855 -0.1412 -0.0343 0.0543
H 4.33016 -1.13187 2.61342 -0.0145 -0.0874 0.2023
H -2.84888 -2.57466 0.79217 0.0997 0.0691 0.0919
Ti -0.51031 0.61635 -1.64546 -0.0007 1.0716 -0.4018
H 0.29491 1.26768 -5.17335 -0.1894 -0.0089 -0.1486
H -2.08573 1.14194 4.59528 -0.0082 -0.0014 -0.1390
C -4.56952 -0.47483 -0.50173 -0.3540 -0.2518 -0.2839
Si -0.24060 0.45595 3.08633 0.4400 -0.7827 -1.2729
C -0.21912 -3.36722 -0.68880 -0.1822 -0.5627 0.1045
H 2.97733 -0.47361 3.54965 0.0191 -0.0730 -0.2413
H 1.17485 -1.17307 4.43957 -0.2096 0.0353 -0.0968
N -3.44783 0.32213 -0.48659 -0.0217 -0.5605 -0.0823
H -5.37369 -0.37349 0.20660 0.0029 0.0278 0.0096
H 2.35918 0.88864 -3.92052 -0.0437 -0.0407 0.2934
C -2.53222 -0.07942 -1.43492 0.0667 0.1602 0.1288
H 2.76531 0.18189 -2.33188 -0.1865 0.2512 -0.1490
C -2.82239 -1.69107 -3.36307 0.2418 -0.2069 -0.1520
H -0.41614 -4.44787 -0.61073 0.0440 -0.0167 -0.1208
C 0.85513 1.98205 3.30415 -0.0732 0.2544 0.6935
C 3.23425 -1.14751 2.72250 0.6615 -0.1778 0.0197
H 4.36531 1.08139 1.21422 -0.0083 0.1489 -0.1118
H 4.11783 -1.63389 -0.47638 -0.0223 -0.1986 -0.1317
C -2.00316 0.99474 3.50617 -0.1902 0.2672 0.3630
Si 2.53670 -0.56647 1.06240 -1.6918 0.3349 0.0052
H -2.36568 1.95093 0.27210 -0.1867 -0.3586 -0.0919
I -1.94822 2.38168 -3.47530 -1.0219 1.4909 0.0491
Si 0.19579 -0.32278 0.90813 -0.3498 -0.2468 -0.1773
H 1.92680 1.75575 3.24841 -0.2276 -0.0280 -0.0003
```
Positions in Å, forces in eV/Å.

Its net charge is -2. As for the spin multiplicity: 2. The calculation puts the HOMO energy (spin up / spin down) at 2.35 / 1.84 eV. The HOMO-LUMO gap (spin up / spin down) is 2.4 / 2.9 eV.

Results of the Löwdin charge analysis, in e, for atoms 1 through 4:
1. H 0.010
2. C -0.705
3. C -0.214
4. H 0.011

[3]
Molecular formula: C21H46N5NbO5P
Method: DFT, wB97M-V/def2-TZVPD

```
79
Properties=species:S:1:pos:R:3:forces:R:3
C -2.78482 -2.46333 3.22885 -0.0225 0.2115 0.1618
H -2.51888 -0.12212 -2.37771 0.1576 0.0421 0.0229
N -1.94085 4.66417 -2.48101 -0.1877 -0.1151 0.2678
O -2.62888 -4.30667 -1.27862 -0.0221 0.1274 -0.0513
C 4.68422 -2.00371 -2.24148 -0.1484 0.0598 -0.0350
H 2.83248 1.03725 3.00343 0.0375 -0.0953 -0.0305
C -2.88772 -3.13414 -1.06159 -0.1386 0.0978 0.0537
P -3.32957 1.14075 1.10919 0.4711 0.1794 0.5523
N -2.40943 4.03304 -0.13196 -0.0173 0.1914 0.0871
C 1.81335 0.73952 -1.57743 0.0803 -0.3410 -0.1734
C -1.40238 2.41577 -1.65790 -0.8240 -0.0472 0.1133
C 0.10541 2.26605 1.18488 -0.0383 0.0308 0.3274
N -4.04905 -2.78058 -0.39743 0.4354 -0.2813 0.3822
C -3.67228 -0.95740 5.38108 0.0863 -0.0011 -0.0653
H 5.71720 -0.75566 -0.84021 -0.0074 0.0091 0.0104
H 6.38376 -2.34577 -4.16250 0.0083 0.0015 -0.0081
H -1.51693 4.41724 0.15693 0.0070 -0.0896 0.0667
H 0.33376 1.30237 3.14160 0.0093 -0.1926 -0.1539
H -3.91814 2.30264 -1.83588 -0.0253 -0.0145 0.1669
C -3.83498 -2.91975 4.01858 0.0756 0.0486 -0.1035
C -4.29099 -2.17156 5.09206 0.0587 0.1799 0.0758
C -2.36129 3.59888 -1.51346 0.1593 0.2131 -0.4835
H 2.67975 0.48803 -0.96095 -0.0646 0.2873 0.1355
N -3.73777 3.29611 -1.90497 -0.0343 0.1068 -0.0685
C -1.08211 -0.96869 1.38950 -0.7450 -0.1010 -0.0715
H -1.02870 -2.23859 -0.97537 0.0023 0.0094 -0.0229
C 2.21000 1.02981 2.09925 -0.0051 0.0935 0.1580
H -4.31767 1.72026 0.27514 -0.1142 -0.1587 -0.0965
H 3.70304 -1.77089 -1.81747 -0.0099 -0.0083 -0.0163
C -2.62568 -0.48616 4.60273 -0.1886 -0.0559 0.2157
C 7.82354 -1.05618 -2.00228 -0.0019 -0.0033 -0.0131
H 4.79473 -2.45344 -4.96104 0.0083 -0.0218 0.0149
H -3.12556 4.74172 -0.01926 -0.0314 -0.0270 0.0349
H 1.02097 -1.06969 -0.69238 -0.0811 -0.0025 0.0911
H -0.56868 3.05183 1.54276 -0.1265 -0.1073 -0.0422
H -4.29586 -3.87142 3.78231 -0.0021 -0.0194 0.0140
C -2.40226 -0.54116 -1.37368 -0.3855 -0.3629 0.2015
H 8.15561 -0.48176 -1.12957 -0.0227 0.0144 -0.0004
C 5.73079 -1.79865 -1.17208 0.0601 -0.0366 0.0802
C -1.95870 -2.01608 -1.50964 -0.1251 -0.0251 -0.2059
H 2.12652 0.57388 -2.61315 -0.0034 0.0637 0.0176
H 7.28207 -0.38998 -2.67868 0.0096 0.0037 -0.0046
O 2.00752 -0.30525 1.65429 0.1745 -0.0556 -0.0451
H -3.93702 -0.14233 1.25392 -0.1661 -0.0283 -0.1029
H -1.71899 1.91835 -2.58121 0.2435 -0.0818 0.0039
H -5.11900 -2.51621 5.69817 0.0001 -0.0361 -0.0138
H -1.93632 -1.58278 1.09892 0.0003 -0.0130 0.0446
H -0.39898 2.81333 -1.88077 0.1193 -0.1294 0.2798
C -2.18447 -1.22952 3.51536 0.0258 -0.5022 -0.1202
H -2.42830 -3.06674 2.40528 0.0208 0.0047 -0.0061
H -3.83731 3.55544 -2.87804 0.0300 -0.1813 -0.0829
H 0.21052 -0.59675 -2.15798 0.0048 0.0385 0.0107
H -2.32855 2.16307 2.73891 0.0178 0.0160 -0.0103
C 0.94548 1.81530 2.39322 0.0913 0.5283 0.2485
H 0.78820 2.79514 0.49624 -0.0514 -0.0984 -0.1368
Nb -1.01744 0.78881 -0.09811 2.3305 0.5086 -0.6851
H -4.02092 -0.35035 6.20895 -0.0145 -0.0466 -0.0199
H -2.16567 0.47140 4.80353 -0.0353 -0.0223 -0.0625
C 0.63835 -0.20060 -1.23053 -0.6134 -0.2915 -0.2892
O 7.03258 -2.15972 -1.61382 -0.0171 -0.0058 -0.0489
H 4.67589 -3.04945 -2.56564 0.0099 -0.0140 0.0116
H 1.59752 1.80518 -1.49387 0.0361 0.0484 0.1530
H -3.99685 -1.93401 0.15308 -0.1162 0.1545 -0.1635
H 5.48666 -2.42957 -0.31320 -0.0099 0.0109 0.0044
H -4.39628 -3.55876 0.14726 -0.1663 -0.0198 -0.1445
H 5.79032 -0.99662 -5.15724 -0.0184 0.0013 -0.0139
H 1.81936 -0.84449 2.42858 -0.2286 0.0194 -0.0550
H -3.41784 -0.51918 -0.97143 -0.0917 0.0731 -0.1039
H -1.04493 5.02870 -2.17502 0.0385 -0.0124 -0.0541
H -1.73756 -2.24929 -2.55515 0.0620 -0.0685 0.0586
H 2.78655 1.53384 1.31916 -0.0577 -0.0341 -0.0830
C 5.49672 -1.77846 -4.45801 -0.0118 0.0014 -0.0015
H 1.32082 2.71430 2.90965 -0.0563 -0.0027 0.0213
H -2.60185 5.43302 -2.39005 0.0311 0.0546 0.0342
H 8.69978 -1.45033 -2.51557 0.0152 -0.0028 0.0181
O 4.88901 -1.14519 -3.35300 0.0725 0.0241 0.0175
O -1.13187 -0.74080 2.81516 0.0801 0.2806 -0.1338
H -0.19651 -1.57558 1.17301 0.1066 0.1102 0.0554
N -3.27660 1.87019 2.53536 -0.1494 -0.0917 -0.1900
```
Positions in Å, forces in eV/Å.

Its net charge is -1. The calculation puts the HOMO energy at -4.46 eV. The HOMO-LUMO gap is 6.8 eV.

Results of the Löwdin charge analysis, in e, for atoms 1 through 4:
1. C -0.035
2. H 0.026
3. N 0.039
4. O 0.016

M in g mol⁻¹, matching the order above: 394.58; 657.74; 572.51
Electronic energy in eV, matching the order above: -40109.7569; -93256.9403; -51044.9734